(1)
Formula: C22H15BClN2O6Ru
Source: the OMol25 dataset
Level of theory: ωB97M-V with the def2-TZVPD basis set

The frontier orbital gap (spin up / spin down) is 0.278 / 0.258 hartree. As for the energy above the lowest of the compared OMol25 structures with the same formula, charge and spin: 2.77 kcal/mol. For the HOMO energy (spin up / spin down), the calculation gives -7.601 / -9.019 eV. Its spin multiplicity is 6.

```
48
C22H15BClN2O6Ru | the OMol25 dataset | ωB97M-V with the def2-TZVPD basis set
Ru 0.907 -0.769 0.629
C 2.588 -2.319 -0.009
C 1.476 -2.665 -0.821
C 0.554 -3.384 -0.011
C 1.065 -3.443 1.293
C 2.312 -2.772 1.307
H 3.495 -1.839 -0.341
H 1.386 -2.492 -1.883
H -0.384 -3.800 -0.347
H 0.586 -3.887 2.151
H 2.951 -2.647 2.167
O -4.122 -1.226 3.824
C -4.443 -1.275 2.546
O -5.579 -1.397 2.166
C -3.323 -1.170 1.559
C -3.476 -1.187 0.180
Cl -4.862 -1.277 -0.784
N -2.255 -1.059 -0.379
N -1.322 -0.963 0.575
C -1.933 -1.029 1.745
C -1.037 -0.935 2.962
O -1.538 -0.955 4.080
O 0.204 -0.846 2.680
C -1.826 -0.966 -1.741
C -2.143 -1.968 -2.642
C -1.641 -1.885 -3.933
C -0.826 -0.822 -4.298
C -0.516 0.171 -3.381
C -1.022 0.110 -2.091
H -3.141 -1.119 3.990
H -2.763 -2.800 -2.338
H -1.879 -2.660 -4.648
H -0.433 -0.768 -5.305
H 0.112 1.004 -3.666
H -0.805 0.890 -1.368
O 0.953 2.385 0.090
B 1.801 1.298 0.395
O 3.051 1.781 0.723
C 2.984 3.151 0.635
C 3.976 4.075 0.878
C 3.631 5.412 0.710
C 2.349 5.786 0.318
C 1.358 4.838 0.078
C 1.716 3.520 0.248
H 4.967 3.773 1.185
H 4.373 6.178 0.890
H 2.116 6.836 0.201
H 0.358 5.117 -0.221
```


(2)
Formula: C22H15BrCl2IrN3O4S2
Source: the OMol25 dataset
Level of theory: ωB97M-V with the def2-TZVPD basis set

The net charge is +1. The frontier orbital gap (spin up / spin down) is 0.246 / 0.252 hartree. As for the energy above the lowest of the compared OMol25 structures with the same formula, charge and spin: 38.78 kcal/mol. For the HOMO energy (spin up / spin down), the calculation gives -11.146 / -11.182 eV. Its spin multiplicity is 2.

```
50
C22H15BrCl2IrN3O4S2 | the OMol25 dataset | ωB97M-V with the def2-TZVPD basis set
Ir -0.682 0.300 -0.084
C -0.409 -4.796 -1.668
S 0.622 -4.429 -0.231
C 0.348 -2.737 0.011
S -0.654 -1.836 -1.067
N 0.947 -2.210 1.019
N 0.557 -0.933 1.254
C 1.102 -0.313 2.229
C 0.409 0.874 2.668
C 0.694 1.537 3.844
C -0.135 2.578 4.237
C -1.216 2.916 3.443
C -1.431 2.223 2.263
N -0.626 1.227 1.887
H -0.215 -5.840 -1.902
H -0.128 -4.176 -2.517
H -1.462 -4.664 -1.427
H 1.947 -0.732 2.761
H 1.542 1.233 4.442
H 0.060 3.114 5.156
H -1.894 3.710 3.723
H -2.246 2.465 1.601
Cl -6.677 1.176 -4.316
C -5.459 0.836 -3.135
C -5.842 0.363 -1.861
C -4.906 0.091 -0.905
Cl -5.385 -0.504 0.645
C -3.519 0.268 -1.153
O -2.688 0.003 -0.202
C -3.161 0.699 -2.445
C -1.815 0.805 -2.806
O -0.795 0.559 -2.115
C -4.145 0.994 -3.427
H -6.889 0.203 -1.641
H -1.616 1.119 -3.835
H -3.844 1.327 -4.412
Br -2.045 5.401 0.100
C -0.426 5.319 -0.880
C 0.025 6.516 -1.411
C 1.221 6.561 -2.112
C 1.976 5.412 -2.284
C 1.522 4.216 -1.758
C 0.318 4.148 -1.053
C -0.114 2.802 -0.609
O -1.319 2.510 -0.390
O 0.771 1.887 -0.479
H -0.565 7.413 -1.283
H 1.563 7.504 -2.517
H 2.906 5.444 -2.835
H 2.082 3.302 -1.898
```


(3)
Formula: C22H15BrF4N2O3
Source: the OMol25 dataset
Level of theory: ωB97M-V with the def2-TZVPD basis set

The frontier orbital gap is 0.325 hartree. Its structure (SMILES) is COc1ccc(/C=N\NC(=O)c2ccccc2Br)cc1COc1c(F)c(F)cc(F)c1F. For the HOMO energy, the calculation gives -8.318 eV.

```
47
C22H15BrF4N2O3 | the OMol25 dataset | ωB97M-V with the def2-TZVPD basis set
C 1.517 4.071 -3.306
O 0.678 2.960 -3.093
C 1.219 1.809 -2.643
C 2.585 1.571 -2.506
C 3.035 0.347 -2.057
C 2.146 -0.671 -1.712
C 2.685 -1.943 -1.265
N 2.231 -2.877 -0.532
N 1.054 -2.841 0.161
C 0.490 -1.818 0.866
O 0.829 -0.653 0.822
C -0.637 -2.320 1.721
C -1.769 -2.869 1.129
C -2.828 -3.304 1.906
C -2.758 -3.210 3.286
C -1.636 -2.674 3.892
C -0.588 -2.223 3.106
Br 0.951 -1.487 3.953
C 0.778 -0.429 -1.857
C 0.312 0.785 -2.315
C -1.160 1.095 -2.344
O -1.464 2.102 -1.374
C -1.219 1.795 -0.076
C -0.202 2.459 0.617
F 0.581 3.319 -0.044
C -0.010 2.255 1.977
F 0.963 2.915 2.612
C -0.827 1.400 2.691
C -1.825 0.727 2.013
F -2.654 -0.084 2.691
C -2.009 0.899 0.649
F -2.980 0.213 0.018
H 2.231 3.887 -4.115
H 0.853 4.886 -3.590
H 2.052 4.342 -2.393
H 3.302 2.340 -2.744
H 4.097 0.181 -1.948
H 3.683 -2.171 -1.631
H 0.793 -3.779 0.446
H -1.821 -2.936 0.052
H -3.707 -3.713 1.433
H -3.580 -3.549 3.896
H -1.572 -2.595 4.966
H 0.064 -1.211 -1.645
H -1.451 1.551 -3.292
H -1.754 0.192 -2.166
H -0.681 1.257 3.749
```


(4)
Formula: C22H15Cl3FN2O2Ru
Source: the OMol25 dataset
Level of theory: ωB97M-V with the def2-TZVPD basis set

The frontier orbital gap (spin up / spin down) is 0.281 / 0.252 hartree. As for the energy above the lowest of the compared OMol25 structures with the same formula, charge and spin: 2.54 kcal/mol. For the HOMO energy (spin up / spin down), the calculation gives -7.198 / -8.007 eV. Its spin multiplicity is 6.

```
46
C22H15Cl3FN2O2Ru | the OMol25 dataset | ωB97M-V with the def2-TZVPD basis set
Ru 0.577 -0.132 -0.843
Cl 5.659 -1.197 4.607
C 4.301 -0.871 3.572
C 4.518 -0.459 2.271
C 3.424 -0.204 1.465
Cl 3.714 0.331 -0.171
C 2.092 -0.334 1.897
O 1.051 -0.087 1.153
C 1.942 -0.763 3.232
Cl 0.333 -0.974 3.836
C 3.015 -1.026 4.060
H 5.520 -0.336 1.886
H 2.847 -1.352 5.076
O -1.355 0.079 -1.539
C -2.194 1.058 -1.285
C -3.553 0.763 -1.068
C -4.467 1.757 -0.804
C -4.069 3.092 -0.741
C -2.745 3.404 -0.956
C -1.797 2.413 -1.239
C -0.415 2.791 -1.507
N 0.678 2.045 -1.390
C 1.752 2.840 -1.733
C 1.310 4.076 -2.063
N -0.057 4.030 -1.917
H -3.845 -0.279 -1.109
H -5.504 1.496 -0.633
H -4.784 3.870 -0.511
H -2.431 4.439 -0.871
H 2.760 2.471 -1.705
H 1.828 4.962 -2.383
H -0.701 4.772 -2.123
F -3.364 -4.103 0.903
C -2.232 -3.649 0.334
C -1.121 -3.438 1.129
C 0.034 -2.970 0.537
C 0.096 -2.693 -0.848
C 1.295 -2.163 -1.461
C -1.069 -2.936 -1.611
C -2.223 -3.412 -1.032
H -1.171 -3.635 2.191
H 0.911 -2.799 1.150
H 1.380 -2.248 -2.540
H 2.228 -2.315 -0.928
H -1.053 -2.720 -2.672
H -3.116 -3.597 -1.614
```


Copy entry 2 word for word.
Formula: C22H15BrCl2IrN3O4S2
Source: the OMol25 dataset
Level of theory: ωB97M-V with the def2-TZVPD basis set

The net charge is +1. The frontier orbital gap (spin up / spin down) is 0.246 / 0.252 hartree. As for the energy above the lowest of the compared OMol25 structures with the same formula, charge and spin: 38.78 kcal/mol. For the HOMO energy (spin up / spin down), the calculation gives -11.146 / -11.182 eV. Its spin multiplicity is 2.

```
50
C22H15BrCl2IrN3O4S2 | the OMol25 dataset | ωB97M-V with the def2-TZVPD basis set
Ir -0.682 0.300 -0.084
C -0.409 -4.796 -1.668
S 0.622 -4.429 -0.231
C 0.348 -2.737 0.011
S -0.654 -1.836 -1.067
N 0.947 -2.210 1.019
N 0.557 -0.933 1.254
C 1.102 -0.313 2.229
C 0.409 0.874 2.668
C 0.694 1.537 3.844
C -0.135 2.578 4.237
C -1.216 2.916 3.443
C -1.431 2.223 2.263
N -0.626 1.227 1.887
H -0.215 -5.840 -1.902
H -0.128 -4.176 -2.517
H -1.462 -4.664 -1.427
H 1.947 -0.732 2.761
H 1.542 1.233 4.442
H 0.060 3.114 5.156
H -1.894 3.710 3.723
H -2.246 2.465 1.601
Cl -6.677 1.176 -4.316
C -5.459 0.836 -3.135
C -5.842 0.363 -1.861
C -4.906 0.091 -0.905
Cl -5.385 -0.504 0.645
C -3.519 0.268 -1.153
O -2.688 0.003 -0.202
C -3.161 0.699 -2.445
C -1.815 0.805 -2.806
O -0.795 0.559 -2.115
C -4.145 0.994 -3.427
H -6.889 0.203 -1.641
H -1.616 1.119 -3.835
H -3.844 1.327 -4.412
Br -2.045 5.401 0.100
C -0.426 5.319 -0.880
C 0.025 6.516 -1.411
C 1.221 6.561 -2.112
C 1.976 5.412 -2.284
C 1.522 4.216 -1.758
C 0.318 4.148 -1.053
C -0.114 2.802 -0.609
O -1.319 2.510 -0.390
O 0.771 1.887 -0.479
H -0.565 7.413 -1.283
H 1.563 7.504 -2.517
H 2.906 5.444 -2.835
H 2.082 3.302 -1.898
```